(1)
Density functional theory data (wB97M-V/def2-TZVPD) for a cluster of 2 separate species, C6H10S in total at a distorted geometry.

Results
Energy above the lowest of the compared OMol25 structures with the same formula, charge and spin = 395.0 kJ/mol
Electronic energy = -17215.52909 eV
Gap between HOMO and LUMO = 9.24 eV

Atoms and positions in Å:
C: -1.785 0.093 -1.327
C: -0.508 0.105 -1.040
C: 0.779 -0.035 -0.958
C: 1.675 1.130 -0.808
S: 1.481 -1.727 -0.986
H: -1.949 0.209 -2.447
H: -2.509 0.111 -0.469
H: 2.356 1.144 -1.574
H: 1.211 2.066 -0.767
H: 2.248 1.017 0.007
H: 2.827 -1.257 -0.783
C: -1.595 -0.432 2.029
C: -0.328 -0.535 1.699
H: -1.987 0.275 2.731
H: -2.398 -1.098 1.501
H: 0.369 0.102 2.284
H: 0.114 -1.167 0.907

(2)
Density functional theory data (wB97M-V/def2-TZVPD) for the molecule C6H10Si3 at a distorted geometry.

Results
Energy above the lowest of the compared OMol25 structures with the same formula, charge and spin = 237.9 kJ/mol
Electronic energy = -30011.80865 eV
Gap between HOMO and LUMO = 5.98 eV

Atoms and positions in Å:
C: -2.524 -1.241 0.131
C: -2.908 0.125 0.221
C: -1.243 -1.609 -0.003
C: -1.952 1.057 0.400
C: -0.318 -0.581 -0.201
C: -0.659 0.686 0.161
Si: 1.420 -1.154 -0.636
Si: 0.332 2.335 -0.147
Si: 2.903 -0.076 0.631
H: -3.367 -2.021 0.265
H: -3.908 0.402 0.209
H: -0.871 -2.523 -0.020
H: -2.206 2.017 0.817
H: 1.330 -2.609 -0.266
H: 1.692 -1.101 -2.087
H: 0.232 2.826 -1.665
H: -0.178 3.144 0.976
H: 3.083 0.166 2.159
H: 4.378 -0.234 0.303

(3)
Density functional theory data (wB97M-V/def2-TZVPD) for a structure of composition C6H11AgCl4NiO4 at a distorted geometry.

Results
Total charge = +1
⟨S²⟩ = 3.767
Energy above the lowest of the compared OMol25 structures with the same formula, charge and spin = 126.5 kJ/mol
Electronic energy = -109708.16509 eV
Gap between HOMO and LUMO (spin up / spin down) = 6.33 / 4.56 eV
Multiplicity = 4

Atoms and positions in Å:
Ag: -1.755 -3.169 1.888
Ni: -2.807 -0.319 0.457
C: -3.288 -2.905 -1.265
O: -2.697 -2.386 -0.098
H: -2.745 -2.525 -2.130
H: -3.248 -3.993 -1.315
H: -4.336 -2.612 -1.331
C: -1.024 -0.602 2.385
O: -1.026 0.051 1.319
O: -0.301 -1.580 2.482
O: -2.184 -1.042 2.413
Cl: 2.151 2.785 -0.838
C: 0.584 3.241 -1.639
C: -0.473 2.130 -1.709
Cl: 0.086 0.634 -2.520
H: 0.791 3.709 -2.602
H: 0.178 4.106 -1.115
H: -1.272 2.546 -2.323
H: -0.895 1.929 -0.724
Cl: 4.164 -0.253 2.824
C: 2.869 0.366 1.776
C: 2.925 -0.299 0.385
Cl: 4.566 -0.246 -0.364
H: 2.876 1.452 1.677
H: 1.904 0.235 2.266
H: 2.188 0.124 -0.298
H: 2.768 -1.378 0.399

(4)
Density functional theory data (wB97M-V/def2-TZVPD) for a structure of composition C6H11AsAuNOS4.

Results
Total charge = -2
Electronic energy = -117812.97671 eV
Gap between HOMO and LUMO = 4.57 eV

Atoms and positions in Å:
Au: -1.022 -1.065 -2.910
S: 2.752 0.376 -5.627
As: 0.657 0.387 -5.183
S: 0.210 1.307 -3.179
S: -0.039 -1.763 -4.878
S: -0.592 1.332 -6.637
O: -1.947 -1.002 -0.625
C: -1.305 -0.341 0.200
C: -1.661 -0.408 1.673
C: -0.576 -1.104 2.502
C: 0.609 -0.211 2.869
C: 1.413 0.325 1.689
C: 0.597 1.179 0.723
N: -0.259 0.419 -0.155
H: -2.599 -0.958 1.726
H: -1.837 0.600 2.064
H: -0.224 -1.985 1.956
H: -1.030 -1.472 3.427
H: 1.276 -0.765 3.537
H: 0.231 0.641 3.448
H: 1.863 -0.498 1.126
H: 2.236 0.935 2.076
H: 1.261 1.737 0.063
H: 0.012 1.916 1.289
H: -0.026 0.418 -1.171

(5)
Density functional theory data (wB97M-V/def2-TZVPD) for a cluster of 2 separate species, C6H11BrNO2 in total at a distorted geometry.

Results
Total charge = -1
Energy above the lowest of the compared OMol25 structures with the same formula, charge and spin = 258.0 kJ/mol
Electronic energy = -82026.83517 eV
Gap between HOMO and LUMO (spin up / spin down) = 7.08 / 5.52 eV

Atoms and positions in Å:
C: 1.918 -2.517 0.029
C: -1.704 -0.167 -1.419
C: -1.751 1.822 0.281
C: 0.846 0.016 1.694
C: -1.149 1.162 -0.958
C: 1.314 0.112 0.240
N: 1.366 -0.987 -0.456
O: 2.500 -3.064 -0.890
O: 1.640 -2.865 1.170
Br: 2.473 1.668 -0.162
H: -2.731 -0.306 -1.107
H: -1.523 -0.377 -2.490
H: -1.140 -0.968 -0.843
H: -1.148 2.661 0.554
H: -2.809 2.039 0.047
H: -1.852 1.116 1.169
H: 1.765 0.131 2.258
H: -0.015 0.667 1.882
H: 0.570 -1.010 1.893
H: -0.348 1.701 -1.543
H: 1.779 -0.831 -1.347

(6)
Density functional theory data (wB97M-V/def2-TZVPD) for a cluster of 2 separate species, C6H11Cl in total.

Results
Energy above the lowest of the compared OMol25 structures with the same formula, charge and spin = 126.6 kJ/mol
Electronic energy = -18921.24825 eV
Gap between HOMO and LUMO = 10.96 eV

Atoms and positions in Å:
C: -1.003 2.037 -0.334
C: -0.518 1.111 0.766
C: -1.531 0.062 1.168
Cl: -0.117 2.116 2.209
H: -1.890 2.578 -0.013
H: -0.231 2.761 -0.590
H: -1.245 1.457 -1.221
H: 0.423 0.636 0.473
H: -2.491 0.522 1.392
H: -1.190 -0.475 2.050
H: -1.658 -0.651 0.354
C: 2.125 -1.283 0.215
C: 1.649 -1.713 -0.909
C: 1.146 -2.183 -2.004
H: 3.043 -0.721 0.269
H: 1.620 -1.473 1.150
H: 1.415 -3.161 -2.366
H: 0.452 -1.622 -2.611

(7)
Density functional theory data (wB97M-V/def2-TZVPD) for a cluster of 6 separate species, C6H11Cl13 in total at a distorted geometry.

Results
Energy above the lowest of the compared OMol25 structures with the same formula, charge and spin = 28.9 kJ/mol
Electronic energy = -169191.83246 eV
Gap between HOMO and LUMO = 11.37 eV

Atoms and positions in Å:
Cl: -0.817 -8.313 21.953
C: -2.127 -8.324 23.135
Cl: -2.928 -6.719 23.185
Cl: -1.475 -8.698 24.735
H: -2.879 -9.033 22.821
Cl: 3.041 -5.357 20.959
C: 1.535 -5.903 20.177
Cl: 1.920 -6.998 18.851
H: 0.988 -6.443 20.938
H: 0.998 -5.051 19.783
Cl: -8.022 -7.367 21.620
C: -6.559 -6.402 21.666
Cl: -6.078 -5.942 19.991
H: -6.748 -5.501 22.237
H: -5.717 -6.933 22.092
Cl: -1.971 -11.740 22.882
C: -1.374 -12.970 24.026
Cl: -2.091 -12.755 25.612
H: -1.625 -13.964 23.671
H: -0.292 -12.892 24.058
Cl: -5.327 -10.068 22.227
C: -5.963 -11.641 21.724
Cl: -5.459 -12.928 22.865
H: -7.038 -11.587 21.817
H: -5.558 -11.894 20.756
Cl: 1.434 -9.784 28.162
C: 0.751 -10.707 26.791
Cl: 1.793 -10.697 25.392
H: 0.558 -11.709 27.164
H: -0.219 -10.271 26.580

(8)
Density functional theory data (wB97M-V/def2-TZVPD) for the molecule C6H11Cl2NSi2 at a distorted geometry.

Results
Energy above the lowest of the compared OMol25 structures with the same formula, charge and spin = 0.0 kJ/mol
Electronic energy = -48691.22148 eV
Gap between HOMO and LUMO = 9.75 eV

Atoms and positions in Å:
C: 1.721 -2.129 0.360
C: 0.537 -1.692 0.005
Si: -0.164 0.054 -0.154
C: -0.191 0.500 -2.005
C: -0.847 -0.178 -2.923
C: 0.973 1.344 0.553
C: 0.974 2.109 1.639
Si: -2.697 -0.129 0.252
N: -3.472 -1.251 1.334
Cl: -3.739 -0.732 -1.425
Cl: -3.510 1.836 0.438
H: 1.978 -3.228 0.244
H: 2.639 -1.507 0.774
H: -0.056 -2.386 -0.443
H: 0.277 1.442 -2.284
H: -1.041 0.155 -3.922
H: -1.380 -1.010 -2.662
H: 1.614 1.593 -0.208
H: 1.467 2.951 1.750
H: 0.270 1.983 2.414
H: -4.099 -1.921 1.034
H: -3.344 -1.181 2.408

(9)
Density functional theory data (wB97M-V/def2-TZVPD) for a structure of composition C6H11ClCoF5In at a distorted geometry.

Results
Total charge = -1
⟨S²⟩ = 6.016
Electronic energy = -75309.86187 eV
Gap between HOMO and LUMO (spin up / spin down) = 6.44 / 7.89 eV
Multiplicity = 5

Atoms and positions in Å:
Co: -0.557 -0.251 0.879
Cl: -0.777 1.677 -0.233
C: -2.236 -0.688 1.640
H: -2.139 -1.192 2.618
H: -2.768 -1.333 0.925
H: -2.778 0.273 1.775
In: 0.204 -0.194 -1.866
C: 2.247 0.393 -2.332
C: -1.166 -0.365 -3.554
C: 0.048 -1.724 -0.230
H: -1.586 -1.374 -3.597
H: -1.997 0.349 -3.483
H: -0.635 -0.176 -4.493
H: 2.946 -0.375 -1.982
H: 2.373 0.504 -3.413
H: 2.510 1.338 -1.849
H: -0.717 -2.515 -0.371
H: 1.029 -2.250 -0.097
F: -0.255 0.088 3.827
C: -0.066 0.770 2.641
F: -0.795 1.949 2.709
C: 1.446 1.175 2.610
F: 1.686 1.967 3.691
F: 2.237 0.080 2.697
F: 1.747 1.875 1.490

(10)
Density functional theory data (wB97M-V/def2-TZVPD) for a structure of composition C6H11ClF3O2PS at a distorted geometry.

Results
Energy above the lowest of the compared OMol25 structures with the same formula, charge and spin = 29.7 kJ/mol
Electronic energy = -51292.04632 eV
Gap between HOMO and LUMO = 8.85 eV

Atoms and positions in Å:
C: 4.382 1.412 -1.321
C: -1.457 2.178 -0.595
C: 0.298 -2.351 0.228
C: -1.218 0.877 0.182
C: 0.654 -1.042 1.021
C: 4.951 -0.608 0.346
O: 5.031 2.299 -0.901
O: 2.878 -0.850 -1.234
F: 4.653 -1.764 1.019
F: 5.471 0.340 1.132
F: 5.792 -0.953 -0.593
P: 0.619 0.567 0.169
S: 3.321 0.153 -0.279
Cl: 1.172 1.857 1.644
H: 4.134 1.163 -2.454
H: -2.490 2.251 -0.664
H: -1.099 2.967 -0.039
H: -1.072 2.107 -1.653
H: 1.138 -2.532 -0.561
H: 0.158 -3.252 0.853
H: -0.596 -2.350 -0.219
H: -1.687 -0.035 -0.313
H: -1.810 0.903 1.084
H: 1.545 -1.298 1.525
H: 0.061 -0.804 1.931

(11)
Density functional theory data (wB97M-V/def2-TZVPD) for a structure of composition C6H11ClF5OsRu at a distorted geometry.

Results
⟨S²⟩ = 24.776
Energy above the lowest of the compared OMol25 structures with the same formula, charge and spin = 47.8 kJ/mol
Electronic energy = -37547.76293 eV
Gap between HOMO and LUMO (spin up / spin down) = 6.98 / 5.95 eV
Multiplicity = 10

Atoms and positions in Å:
Ru: 0.086 1.846 -0.011
Cl: -0.592 2.583 -2.128
C: -1.403 0.413 -0.315
H: -1.634 -0.570 0.168
H: -1.943 0.577 -1.255
H: -1.928 1.063 0.488
Os: 0.103 -0.748 -1.995
C: 1.789 0.446 -2.192
C: -1.177 -0.386 -3.678
C: 0.988 -2.281 -2.621
H: -1.628 -1.331 -4.069
H: -2.075 0.270 -3.590
H: -0.654 -0.003 -4.584
H: 2.732 -0.099 -2.105
H: 1.909 0.808 -3.227
H: 2.018 1.324 -1.579
H: 0.350 -3.120 -2.739
H: 2.130 -2.151 -2.518
F: -0.568 2.574 2.620
C: 0.539 2.022 2.015
F: 1.602 2.873 2.199
C: 0.903 0.751 2.903
F: 1.136 1.082 4.216
F: -0.126 -0.132 2.904
F: 2.033 0.137 2.464

(12)
Density functional theory data (wB97M-V/def2-TZVPD) for the ion C6H11ClN with charge +1 at a distorted geometry.

Results
Total charge = +1
Energy above the lowest of the compared OMol25 structures with the same formula, charge and spin = 37.4 kJ/mol
Electronic energy = -20404.79334 eV
Gap between HOMO and LUMO = 9.87 eV

Atoms and positions in Å:
N: -1.075 -1.903 -0.188
C: -0.446 -0.576 0.209
C: 0.988 -0.450 0.188
C: 1.470 1.052 0.298
C: 0.383 1.988 0.147
C: -0.869 1.823 -0.311
C: -1.433 0.498 -0.539
Cl: -3.056 0.387 0.246
H: -0.709 -2.595 0.432
H: -1.028 -2.149 -1.138
H: -2.009 -1.750 0.188
H: -0.670 -0.540 1.343
H: 1.306 -0.759 -0.811
H: 1.421 -1.109 0.924
H: 2.073 1.297 -0.521
H: 2.185 1.272 1.142
H: 0.497 3.056 0.103
H: -1.583 2.558 -0.394
H: -1.654 0.266 -1.658